# C60H160B6F24N10O20

A cluster of 16 separate species, C60H160B6F24N10O20 in total at a distorted geometry (ωB97M-V with the def2-TZVPD basis set, OMol25).

Last column: Löwdin charge in e.
Geometry (Å):
F  -21.7708  -0.7518  42.2517  0.13
F  -29.0379  -8.3851  41.5637  0.14
F  -18.0000  -5.2760  33.1085  0.15
F  -18.8084  -3.5641  34.2321  0.15
F  -23.6924  -9.1273  34.8561  0.11
F  -23.3189  -2.3774  33.0442  0.12
F  -21.8457  -1.7187  34.6619  0.13
F  -21.6889  -0.9053  32.5907  0.16
F  -28.6601  -6.8585  39.9919  0.16
F  -20.0972  -5.0788  33.0559  0.15
F  -26.9666  -7.5979  41.2937  0.13
F  -23.2757  -11.3347  30.0050  0.14
F  -22.2919  -9.3399  33.0991  0.16
F  -21.6523  -12.7204  29.3770  0.08
F  -23.4122  -0.2611  33.8920  0.16
F  -21.2620  -10.5983  30.1498  0.19
F  -23.5182  -0.1169  40.9855  0.12
F  -22.6805  -2.1319  40.7611  0.14
F  -19.1132  -5.7592  34.9405  0.16
F  -28.6646  -6.2471  42.1017  0.12
F  -21.8580  -10.5163  34.8492  0.16
F  -21.9761  -10.8526  28.0879  0.11
F  -21.5923  -8.2954  35.0353  0.15
F  -23.8187  -1.5577  42.6177  0.19
O  -23.8012  -7.1500  31.4033  -0.21
O  -20.6741  -3.5611  38.0718  -0.22
O  -24.3025  -5.5692  39.9887  -0.20
O  -14.7358  -12.3064  30.1779  -0.22
O  -24.7179  -12.5828  35.0353  -0.20
O  -24.6489  -0.9751  36.6943  -0.21
O  -18.6474  -8.5082  38.4352  -0.20
O  -30.2742  -12.2209  38.7721  -0.22
O  -16.9331  -2.6836  30.0022  -0.19
O  -27.1783  -9.8693  36.1207  -0.17
O  -27.6522  -3.1092  39.8744  -0.17
O  -20.4376  -13.5491  33.9643  -0.17
O  -24.9816  -14.2695  26.2002  -0.17
O  -30.4908  -13.6488  25.9155  -0.21
O  -17.5735  -10.3815  32.4338  -0.22
O  -24.6042  -5.1271  35.9623  -0.22
O  -17.5723  -9.7967  27.3794  -0.24
O  -20.8975  -1.4526  29.5369  -0.17
O  -19.2369  -6.7674  29.6216  -0.16
O  -22.5651  -10.1654  39.1130  -0.20
N  -15.0325  -11.0548  27.5207  0.06
N  -23.0949  -6.0759  33.8813  0.13
N  -26.1303  -4.6755  41.7789  0.11
N  -27.9619  -10.7538  38.7020  0.09
N  -27.9816  -15.1454  26.7321  0.07
N  -18.4989  -7.8153  32.1495  0.11
N  -21.6194  -0.7848  37.0037  0.10
N  -19.2300  -1.7231  31.9955  0.12
N  -22.7940  -12.4566  32.7828  0.12
N  -20.1908  -10.9612  38.1080  0.10
C  -22.6379  -10.7919  37.8559  -0.17
C  -18.2720  -9.9065  33.5981  -0.18
C  -24.8295  -6.4973  32.1283  -0.18
C  -19.7853  -2.9505  31.1490  -0.04
C  -22.7225  -1.1102  38.1623  0.01
C  -18.1972  -9.4469  37.4114  -0.14
C  -26.1369  -13.4113  26.0309  -0.19
C  -26.5322  -9.7206  34.8892  -0.10
C  -24.1453  -8.0828  30.3390  -0.04
C  -18.0083  -0.9587  31.3460  -0.01
C  -24.0972  -5.4000  32.8756  -0.05
C  -16.8236  -1.9174  31.1733  -0.23
C  -18.7937  -10.3436  26.8018  -0.06
C  -27.3967  -9.3594  38.3890  -0.03
C  -25.7660  -4.4156  36.3799  -0.08
C  -13.7709  -12.5720  29.1662  -0.16
C  -14.7008  -13.2653  31.2326  -0.09
C  -22.3539  -13.9173  32.5735  -0.06
C  -19.0275  -13.4813  34.0355  -0.10
C  -20.8961  -14.0187  32.6699  -0.19
C  -30.4619  -15.0663  26.3215  -0.15
C  -16.6152  -9.3870  26.3450  -0.15
C  -22.4954  -4.9541  34.8306  -0.04
C  -20.2134  -1.2182  37.3303  -0.07
C  -23.5695  -4.1622  35.5820  -0.16
C  -18.9080  -6.6274  28.2248  -0.05
C  -26.4206  -9.4218  37.1836  -0.20
C  -16.1687  -10.5540  32.5340  -0.06
C  -23.2961  -5.4768  39.0337  -0.13
C  -19.8569  -8.1286  31.3952  -0.03
C  -26.0319  -0.6473  36.5158  -0.06
C  -23.7089  -5.4337  41.3236  -0.12
C  -16.0869  -3.8809  30.0165  -0.06
C  -25.3926  -13.3803  36.0256  -0.07
C  -26.0899  -3.0828  41.6646  0.00
C  -20.0845  -2.5914  29.6692  -0.21
C  -31.0257  -13.4020  38.4637  -0.08
C  -20.0164  -3.5131  39.3259  -0.08
C  -27.3765  -13.6735  26.8754  -0.04
C  -29.6704  -12.1100  40.0662  -0.16
C  -25.2074  -12.8376  33.7157  -0.20
C  -27.4260  -2.5545  41.1069  -0.24
C  -13.6488  -11.4377  28.0752  -0.03
C  -18.4705  -8.3850  33.5823  -0.06
C  -28.7906  -2.5135  39.2252  -0.08
C  -20.0694  -2.7413  37.0574  -0.17
C  -31.4917  -13.3252  24.9642  -0.09
C  -19.6205  -8.0482  29.8997  -0.24
C  -24.1834  -0.5744  37.9196  -0.21
C  -21.4166  -11.7564  37.6861  -0.04
C  -24.3453  -14.0498  27.4756  -0.09
C  -29.3002  -15.4738  27.2730  -0.10
C  -15.2273  -9.6727  26.9176  -0.09
C  -19.6054  -7.4828  38.1152  -0.06
C  -23.6292  -9.3569  39.4276  -0.07
C  -28.8435  -10.8146  39.9827  -0.06
C  -22.3391  -1.7334  29.6095  -0.05
C  -19.2827  -10.4531  36.9344  -0.05
C  -24.3011  -12.1403  32.6784  -0.05
C  -24.9022  -5.4323  42.3486  -0.03
B  -22.3444  -9.3111  34.4691  -1.42
B  -22.0517  -11.3564  29.3950  -1.42
B  -22.5701  -1.3081  33.5470  -1.33
B  -28.3017  -7.2796  41.2264  -1.42
B  -19.0362  -4.8917  33.8886  -1.46
B  -22.9577  -1.1738  41.6822  -1.48
H  -26.0221  -8.4227  37.0077  0.14
H  -29.2474  -16.5478  27.4514  0.15
H  -24.2664  0.5090  37.8329  0.13
H  -13.1600  -10.5181  28.3968  0.13
H  -27.0865  -8.8846  39.3198  0.12
H  -21.5913  0.2237  36.9563  0.17
H  -22.6677  -2.1948  38.2552  0.09
H  -26.2881  -5.0437  40.8518  0.13
H  -22.3885  -6.6337  33.4230  0.13
H  -15.7710  -9.5966  32.8709  0.10
H  -22.7616  -14.1412  31.5877  0.14
H  -23.7363  -8.5865  38.6639  0.10
H  -20.6649  -3.2750  31.7050  0.12
H  -20.3781  -13.5503  31.8330  0.13
H  -18.2366  -7.3892  27.8285  0.06
H  -20.6139  -10.1856  38.5975  0.13
H  -22.6436  -12.2203  33.7532  0.12
H  -22.6682  -2.4786  28.8853  0.09
H  -20.6155  -3.4821  29.3336  0.12
H  -25.1751  -7.2052  32.8817  0.12
H  -12.8372  -12.5768  29.7286  0.14
H  -25.3162  -2.8288  40.9400  0.12
H  -18.4822  -13.1084  33.1685  0.09
H  -24.8785  -14.3331  36.1518  0.09
H  -26.2633  -12.6074  33.5734  0.13
H  -23.2557  -4.4428  41.3519  0.11
H  -14.5136  -9.6487  26.0941  0.14
H  -31.3131  -12.3917  24.4307  0.10
H  -19.9301  -7.0303  39.0522  0.09
H  -25.7481  -12.4071  26.1997  0.14
H  -18.5977  -11.3284  26.3777  0.10
H  -19.7870  -6.7518  27.5925  0.10
H  -19.7352  -11.4507  38.8649  0.18
H  -20.6418  -7.5470  31.8786  0.13
H  -19.0037  -2.9489  36.9607  0.13
H  -17.7090  -7.7357  34.0142  0.13
H  -26.2920  -3.8137  35.6389  0.09
H  -22.3658  -11.7438  32.2096  0.14
H  -24.8574  -14.6536  28.2248  0.07
H  -22.9005  -0.8108  29.4619  0.10
H  -24.5476  -4.9401  43.2542  0.13
H  -27.3948  -15.7503  27.2888  0.16
H  -18.9890  -3.6946  31.1301  0.11
H  -16.7782  -8.3099  26.3083  0.13
H  -31.5130  -13.4295  37.4890  0.09
H  -25.4205  -12.8450  36.9747  0.07
H  -28.3386  -8.8387  38.2162  0.14
H  -25.8353  -2.6769  42.6436  0.13
H  -25.6348  -6.0858  31.5198  0.14
H  -19.4713  -8.1528  33.9465  0.11
H  -16.1299  -4.4052  30.9711  0.07
H  -18.7840  -8.7174  29.6985  0.13
H  -23.2958  -8.5596  29.8501  0.07
H  -19.6170  -0.6585  36.6098  0.14
H  -24.6091  -12.4037  31.6665  0.13
H  -23.3507  -14.4754  27.3419  0.10
H  -22.6703  -2.0000  30.6132  0.06
H  -26.4063  -8.6679  34.6363  0.09
H  -26.6172  -1.1597  37.2793  0.07
H  -19.1585  -6.6741  37.5370  0.09
H  -30.5081  -15.7364  25.4630  0.13
H  -17.7252  -8.7262  36.7437  0.13
H  -30.4970  -14.3495  38.5672  0.08
H  -18.9832  -3.8552  39.3847  0.09
H  -21.9749  -1.0630  36.1002  0.09
H  -24.6943  -7.5850  29.5397  0.09
H  -24.2840  -13.0750  27.9596  0.09
H  -31.3748  -14.0772  24.1838  0.09
H  -26.9349  -4.9899  42.3022  0.14
H  -32.5193  -13.2991  25.3268  0.10
H  -22.8622  -14.5664  33.2866  0.14
H  -19.0306  -2.1941  32.8664  0.12
H  -19.6099  -10.4808  27.5111  0.07
H  -18.8444  -11.4009  36.6217  0.11
H  -19.8978  -10.0398  36.1350  0.10
H  -17.8343  -10.2127  34.5482  0.11
H  -15.6265  -10.9254  28.3272  0.14
H  -20.5058  -7.9406  37.7055  0.07
H  -28.1939  -13.0239  26.5625  0.13
H  -24.3971  -10.1269  39.5015  0.09
H  -20.5249  -8.4005  29.4037  0.13
H  -19.2108  -2.4012  29.0458  0.12
H  -19.3000  -9.6369  26.1444  0.10
H  -28.3632  -10.6549  40.9481  0.14
H  -19.9143  -0.9352  38.3396  0.13
H  -23.4335  -4.7762  32.2769  0.13
H  -23.1530  -4.4095  38.8648  0.08
H  -22.6557  -10.1049  37.0099  0.11
H  -29.0445  -12.9838  40.2475  0.13
H  -27.4611  -1.4651  41.1164  0.14
H  -20.5845  -4.1763  39.9784  0.08
H  -20.0902  -2.4894  39.6930  0.09
H  -28.4263  -11.1738  37.9095  0.15
H  -23.6175  -6.6935  34.4860  0.12
H  -18.5703  -14.4529  34.2228  0.10
H  -31.8014  -13.5834  39.2076  0.09
H  -15.7298  -13.3809  31.5731  0.08
H  -23.5649  -11.3633  37.8079  0.11
H  -20.5255  -2.9707  36.0944  0.10
H  -25.1746  -13.9186  33.5800  0.12
H  -21.7429  -5.5183  35.3816  0.12
H  -26.4062  -13.7121  35.8007  0.09
H  -21.9280  -4.3070  34.1617  0.10
H  -29.7779  -2.7229  39.6369  0.10
H  -23.9409  -3.4284  34.8667  0.10
H  -15.4507  -11.7391  26.9068  0.18
H  -24.4161  -11.0681  32.8373  0.12
H  -16.4142  -4.5146  29.1923  0.08
H  -22.3115  -0.6736  39.0725  0.11
H  -27.9678  -15.4152  25.7589  0.18
H  -24.8290  -4.7418  33.3437  0.13
H  -13.8833  -13.5236  28.6468  0.13
H  -26.5545  -13.4747  25.0260  0.13
H  -26.2845  0.3960  36.7051  0.10
H  -22.3466  -5.9673  39.2482  0.08
H  -27.0942  -13.6018  27.9257  0.12
H  -27.1546  -11.3288  38.8964  0.15
H  -31.4024  -15.2703  26.8333  0.13
H  -21.3426  -12.1482  36.6717  0.12
H  -23.5859  -5.8415  38.0482  0.07
H  -18.3969  -5.6765  28.0745  0.09
H  -28.6997  -1.4513  38.9984  0.09
H  -18.3506  -6.8166  32.1234  0.12
H  -16.0917  -11.3411  33.2840  0.09
H  -23.0163  -6.2648  41.4564  0.12
H  -25.4747  -3.6920  37.1412  0.09
H  -28.9361  -2.9605  38.2418  0.08
H  -13.1159  -11.6488  27.1481  0.14
H  -25.2407  -6.4437  42.5735  0.12
H  -15.8099  -10.8624  31.5521  0.07
H  -24.6413  -8.9419  30.7906  0.08
H  -18.8444  -12.8675  34.9174  0.07
H  -17.6846  -8.2809  31.7748  0.14
H  -29.4530  -9.9113  40.0031  0.13
H  -28.2710  -2.7372  41.7708  0.13
H  -15.8670  -1.3957  31.2037  0.13
H  -16.6579  -9.8992  25.3838  0.14
H  -26.4278  -5.1886  36.7708  0.10
H  -27.1373  -10.1472  34.0892  0.10
H  -20.6586  -15.0780  32.5730  0.14
H  -17.3879  -10.0764  37.7815  0.13
H  -19.9842  -1.0513  31.9961  0.12
H  -25.5283  -10.1439  34.9228  0.06
H  -19.1817  -10.5013  33.6811  0.11
H  -14.4485  -14.3074  31.0363  0.11
H  -30.5053  -12.0233  40.7615  0.14
H  -17.7195  -0.2326  32.1059  0.13
H  -26.3504  -1.0466  35.5529  0.10
H  -16.6537  -2.5548  32.0409  0.12
H  -14.1688  -12.8187  32.0725  0.10
H  -24.8297  -0.7548  38.7786  0.13
H  -21.4919  -12.6474  38.3094  0.14
H  -20.1789  -9.1382  31.6502  0.11
H  -18.2397  -0.5140  30.3781  0.14
H  -23.4516  -8.9311  40.4151  0.11
H  -25.6016  -10.1342  37.2827  0.10
H  -15.0047  -3.7742  29.9426  0.09
H  -14.8489  -8.9338  27.6239  0.14
H  -23.1028  -3.6394  36.4169  0.11
H  -29.3986  -14.9893  28.2444  0.14

Forces on the atoms, in the same order (eV/Å):
0.9 0.1 0.3
-0.6 -1.5 0.3
3.2 -0.9 -1.7
-0.5 0.7 0.4
0.2 0.0 0.2
-0.1 -0.7 -0.1
0.7 -0.9 0.6
1.2 0.5 -1.2
0.1 0.3 -2.4
-2.6 0.0 -0.7
1.7 -0.1 0.0
-2.2 0.0 0.3
0.1 0.6 -1.5
0.3 -0.2 0.2
0.1 -0.1 0.2
2.4 1.5 2.1
-0.7 1.3 -1.1
0.3 -2.7 -1.6
-0.3 -0.3 1.5
0.8 0.7 0.7
0.7 -2.2 1.3
-0.6 -0.1 -0.1
0.6 0.6 0.1
-1.9 -1.5 2.0
0.7 -0.5 -1.5
0.6 0.0 -1.3
0.2 -1.2 1.5
-0.3 -0.3 -1.6
-1.0 0.1 -0.1
-1.2 -1.4 -1.4
0.0 -1.5 0.6
0.1 -0.5 -1.3
1.0 -1.5 -0.2
-1.3 -0.4 -0.7
-1.0 0.2 -1.8
-0.4 0.1 -1.7
-1.5 1.2 0.5
1.3 -1.1 1.5
-1.4 0.5 -0.1
0.9 1.6 -0.7
-0.2 -0.7 -1.3
-1.6 -0.2 0.0
0.7 1.5 -1.8
3.5 -1.0 -0.7
-0.5 1.7 1.4
-1.9 3.1 0.8
1.4 1.1 0.3
1.1 0.3 2.4
1.6 1.6 0.2
-2.0 -2.0 0.3
-1.6 1.0 3.3
0.8 -0.7 -4.0
-2.4 -0.8 1.4
-0.4 0.6 -1.4
0.3 -0.9 -0.1
0.6 -0.5 -0.6
1.5 -0.3 -0.1
1.0 1.7 -0.6
0.2 0.5 -0.8
-0.7 1.3 1.3
0.4 -0.8 -0.5
0.4 0.2 -0.6
-0.2 0.2 0.9
0.4 -2.1 1.3
0.9 -0.7 0.2
0.6 0.1 0.5
-0.4 0.2 0.4
-1.1 -0.5 0.0
0.0 -0.3 0.9
1.1 1.0 -0.2
-1.2 0.3 1.0
-1.8 1.6 -0.6
0.3 -0.4 0.9
1.5 -0.7 0.6
-0.9 0.9 0.0
-0.4 -0.5 2.4
0.6 -1.2 -1.2
-0.7 -1.1 -1.2
-0.1 -1.9 -1.0
0.0 0.1 0.1
-1.0 0.3 1.2
-1.1 0.2 0.8
0.1 1.2 -1.4
1.2 -1.0 0.8
0.1 -0.9 0.6
-2.4 0.7 -0.8
-0.5 0.4 0.2
0.4 -0.4 -0.1
-0.6 -1.0 -0.3
-0.7 0.2 1.0
-0.4 -0.8 1.4
-0.7 0.3 0.5
-0.2 -1.1 0.8
-0.5 0.4 -1.9
1.4 -1.0 0.1
0.1 0.0 2.0
-0.9 0.2 -0.5
-0.9 1.2 -1.2
-0.2 -0.7 -1.2
0.1 0.6 0.9
0.0 -0.9 -1.2
-0.3 -0.7 1.7
1.8 1.4 0.1
-0.8 0.4 0.3
0.1 -1.5 0.0
-1.7 1.3 -0.2
1.8 0.3 -1.2
0.3 -0.5 0.3
-0.7 -0.2 0.4
-1.1 0.2 0.1
0.5 0.7 0.6
-0.1 -0.1 0.8
-0.5 -0.5 0.2
0.5 0.4 -1.0
-1.2 0.9 -0.3
0.2 -1.5 -2.0
-1.9 0.9 -0.3
-1.5 0.7 1.2
0.3 0.2 0.3
1.4 2.4 0.2
0.2 0.2 0.1
-0.6 0.0 -0.2
0.9 0.6 0.7
-0.4 0.0 0.5
0.7 -0.4 0.0
-0.2 0.5 0.0
-0.2 0.2 0.0
0.0 -0.1 -0.6
0.3 0.2 -0.4
0.8 -0.2 0.0
0.5 -0.3 -0.2
-0.6 0.1 0.1
0.2 0.0 -0.2
0.0 0.6 0.1
0.3 -0.4 0.6
0.0 1.0 0.4
0.9 0.3 0.5
0.3 0.0 -0.1
0.1 -0.2 -0.5
-0.8 -0.1 0.0
0.6 -0.2 -0.6
0.2 -0.3 0.3
-0.5 0.5 -0.3
0.4 0.0 0.2
0.0 0.7 0.0
0.5 -0.1 0.1
0.0 0.3 -0.2
0.5 0.2 0.7
0.3 -0.2 0.2
-0.7 0.3 0.1
0.0 0.2 -0.4
-0.3 0.5 0.1
0.9 -0.3 -0.1
0.4 0.8 -0.5
0.1 -0.2 0.1
-0.1 -0.5 0.7
0.2 -0.3 -0.7
0.8 0.1 -0.6
-0.1 -0.4 0.2
0.5 0.1 -0.5
-0.3 0.1 0.0
1.0 -0.2 -0.5
-0.2 -0.1 0.4
0.5 0.0 -0.8
0.4 0.8 0.0
0.2 0.1 -0.1
0.4 0.5 -0.8
0.0 -0.1 -0.2
0.0 -0.1 -0.1
0.3 0.2 0.6
-0.9 -0.1 0.2
0.0 -0.5 -0.4
0.6 0.6 0.5
0.3 -0.2 0.1
0.0 0.1 0.1
0.0 0.3 0.2
0.4 -0.5 0.2
0.0 0.3 0.1
-0.1 -0.4 0.2
-0.2 -0.2 -0.5
0.4 0.1 -0.4
-0.4 -0.8 -1.4
1.0 0.1 -0.2
0.2 0.0 -0.7
0.1 -0.7 -0.6
-0.4 0.0 0.2
-0.1 0.6 -1.0
-0.6 -0.2 -0.3
-0.7 0.0 0.4
0.1 -0.2 0.4
0.0 0.4 0.3
0.3 0.5 0.9
0.6 -0.1 0.9
0.3 0.3 -0.4
-0.5 -0.2 0.4
1.0 0.2 0.0
-0.7 -0.9 0.5
-0.1 0.3 -0.7
0.1 0.1 0.3
-1.3 0.9 0.0
0.0 0.1 -0.3
0.2 -0.3 0.4
0.6 0.0 -0.7
1.2 -0.2 -0.5
-0.4 0.1 -0.1
-0.3 -0.1 -0.3
0.8 0.2 0.0
0.0 0.4 0.1
0.0 -0.1 0.3
0.8 0.4 -0.4
-0.1 0.3 0.1
0.1 -0.2 0.5
-0.7 0.0 -0.3
-0.3 -0.4 0.3
-0.2 -0.3 0.1
-0.4 0.6 0.1
-0.2 0.3 0.0
-0.1 -0.3 -0.2
-0.1 -0.1 0.2
0.1 -0.3 -0.3
-0.3 0.2 0.6
-0.3 0.7 -0.5
-0.2 0.1 0.1
0.3 0.1 1.1
-0.4 0.1 0.3
0.0 -0.5 -0.1
0.4 0.1 -0.2
-0.1 0.1 0.2
-0.1 0.0 -0.2
0.4 -0.3 -0.5
0.4 -0.2 0.7
-0.4 -0.2 0.2
1.0 -0.1 -0.5
0.5 0.3 -0.6
0.1 0.0 0.6
-0.6 0.1 0.1
0.3 -0.5 0.0
0.0 -0.1 0.3
0.2 0.5 -0.1
-0.6 -0.4 0.2
-0.5 0.1 0.1
0.4 0.2 0.6
0.1 0.8 0.5
1.1 0.0 0.0
0.1 0.2 0.5
-0.2 -0.1 0.4
0.7 -0.3 -0.1
0.4 -1.0 0.4
-0.1 0.2 -0.1
0.1 0.1 0.3
-0.6 0.1 -0.2
0.3 0.1 -0.2
-0.1 -0.2 -1.2
-0.4 -0.2 -0.7
-0.1 -0.7 0.4
0.0 0.8 -0.5
-0.8 0.0 0.0
-0.2 0.3 0.2
-0.1 -0.2 0.2
0.1 -0.3 0.0
0.1 0.5 0.8
-0.7 0.1 0.8
-0.2 -0.3 -0.1
-0.6 0.5 -0.7
0.8 0.3 -0.7
0.5 0.1 0.6
-0.2 0.2 -0.3
0.2 0.5 -0.1
-0.8 -0.4 0.4
0.5 -0.4 -0.1
0.1 -0.9 0.2
0.0 0.3 0.4
0.5 -0.2 0.0
-0.6 0.0 0.3
-0.1 0.1 -0.2
0.4 0.1 0.6
0.1 1.1 -0.5
-0.4 -0.2 0.3
-0.2 -0.1 0.3
0.0 0.1 0.0

Computed properties:
total energy = -6980.02796 a.u.
molar mass = 1862.814 g mol⁻¹
orbital gap = 8.25 eV
total charge = +4
HOMO energy = -0.5446 Eh
energy relative to the best compared isomer or geometry (same formula, charge and spin) = 0.0 kJ/mol